ORCA calculation (ωB97M-V/def2-TZVPD) on a molecular structure, C42H49LuN4S3Sb.

Atoms and positions in Å:
Lu  0.5365  0.4564  -0.2562
C  0.0482  -5.5195  -3.4401
C  0.0476  -3.9918  -3.4910
C  -0.0389  -3.3315  -2.1463
C  -1.0467  -3.3843  -1.2216
C  -2.3740  -4.0769  -1.3248
C  -3.2661  -3.4878  -2.4214
C  -0.6414  -2.5170  -0.1379
C  -1.2571  -2.4170  1.1150
C  -0.8662  -1.5728  2.1370
C  -1.3721  -1.6307  3.5011
C  -2.4188  -2.5729  4.0071
C  -3.8319  -2.0115  3.8237
C  -0.7518  -0.6328  4.1779
C  0.1155  0.0346  3.2124
C  0.8791  1.1692  3.4942
C  1.7854  1.7664  2.6334
N  2.1457  1.2710  1.4233
C  3.1297  2.0905  0.9646
C  3.9214  1.8219  -0.1387
C  3.8153  0.6904  -0.9560
N  2.7635  -0.1504  -0.9495
C  3.0645  -1.1569  -1.8162
C  2.1945  -2.1644  -2.1840
C  0.9503  -2.4303  -1.6108
N  0.5401  -1.9087  -0.4267
C  4.3720  -0.9329  -2.4187
C  4.8446  0.2266  -1.8772
C  6.1422  0.9654  -2.0580
C  7.0034  0.5851  -3.2566
C  5.0167  -1.9095  -3.3574
C  5.8724  -2.9565  -2.6429
C  3.3421  3.2056  1.8783
C  2.5137  2.9960  2.9280
C  2.3427  3.8317  4.1583
C  3.2342  3.3850  5.3188
C  4.2378  4.3738  1.6182
C  3.6357  5.3491  0.6031
N  0.0053  -0.5368  1.9993
C  -0.8742  -0.2829  5.6272
C  0.3174  -0.7511  6.4665
H  0.1195  -5.9528  -4.4417
H  -0.8607  -5.9046  -2.9743
H  0.8957  -5.8806  -2.8525
H  -0.7736  -3.6357  -4.1194
H  0.9487  -3.6478  -4.0001
H  -2.8964  -3.9832  -0.3708
H  -2.2433  -5.1508  -1.4913
H  -3.3227  -2.4025  -2.3231
H  -4.2795  -3.8942  -2.3637
H  -2.8803  -3.7024  -3.4194
H  -2.0909  -3.0804  1.3120
H  -2.2437  -2.7953  5.0639
H  -2.3360  -3.5281  3.4821
H  -3.9410  -1.0639  4.3552
H  -4.5939  -2.7049  4.1917
H  -4.0288  -1.8051  2.7697
H  0.7427  1.6294  4.4665
H  4.7376  2.5071  -0.3360
H  2.4843  -2.7756  -3.0272
H  6.7408  0.8723  -1.1448
H  5.9103  2.0322  -2.1312
H  7.3793  -0.4376  -3.1899
H  7.8699  1.2475  -3.3237
H  6.4463  0.6717  -4.1920
H  5.6189  -1.3880  -4.0998
H  4.2384  -2.4226  -3.9262
H  6.7088  -2.4859  -2.1189
H  6.2779  -3.6886  -3.3468
H  5.2792  -3.4867  -1.8951
H  1.2968  3.8092  4.4737
H  2.5496  4.8765  3.9114
H  3.0440  2.3380  5.5654
H  3.0615  3.9846  6.2164
H  4.2899  3.4687  5.0492
H  5.2089  4.0204  1.2545
H  4.4414  4.8940  2.5592
H  3.4417  4.8476  -0.3464
H  4.3024  6.1988  0.4312
H  2.6686  5.7166  0.9502
H  -1.7949  -0.7190  6.0254
H  -0.9884  0.8004  5.7338
H  0.4097  -1.8392  6.4228
H  0.2157  -0.4542  7.5140
H  1.2467  -0.3289  6.0789
S  -2.6380  4.2686  1.8038
Sb  -1.2586  2.6179  1.0425
S  -2.2271  0.7370  0.0264
S  0.3447  3.2068  -0.5611
C  -0.2054  0.1768  -5.5706
C  1.0608  0.4507  -5.0596
C  1.2547  0.5439  -3.6820
C  0.2311  0.3803  -2.7321
C  -1.0355  0.1514  -3.3005
C  -1.2588  0.0345  -4.6736
H  -0.3691  0.0910  -6.6402
H  1.9010  0.5933  -5.7348
H  2.2634  0.7688  -3.3416
H  -1.8924  0.0556  -2.6395
H  -2.2640  -0.1601  -5.0403

As for the charge: -2. The value obtained for the LUMO energy (spin up / spin down) is 4.015 / 4.009 eV. The HOMO energy (spin up / spin down) comes out at -1.0 / -1.6 eV. The spin multiplicity is 2.


ORCA calculation (ωB97M-V/def2-TZVPD) on a molecular structure, C34H41Cl3IrNOP3.

Atoms and positions in Å:
P  2.8335  -0.3048  -3.8039
C  2.7121  1.0428  -5.0145
C  3.8647  1.6670  -5.4910
H  4.8336  1.4085  -5.0884
C  3.7727  2.6370  -6.4765
H  4.6702  3.1213  -6.8351
C  2.5355  2.9867  -6.9974
H  2.4657  3.7452  -7.7649
C  1.3880  2.3583  -6.5352
H  0.4215  2.6253  -6.9387
C  1.4711  1.3861  -5.5517
H  0.5648  0.9062  -5.2124
C  4.5113  -0.2264  -3.1191
C  4.8396  0.8750  -2.3273
H  4.1227  1.6707  -2.1848
C  6.0875  0.9540  -1.7319
H  6.3380  1.8120  -1.1235
C  7.0174  -0.0592  -1.9284
H  7.9956  0.0090  -1.4717
C  6.6953  -1.1508  -2.7227
H  7.4224  -1.9342  -2.8882
C  5.4451  -1.2395  -3.3170
H  5.1904  -2.1000  -3.9151
C  2.6746  -1.8178  -4.7939
C  3.2114  -1.8858  -6.0781
H  3.7777  -1.0577  -6.4820
C  3.0142  -3.0211  -6.8470
H  3.4353  -3.0748  -7.8412
C  2.2683  -4.0819  -6.3489
H  2.1100  -4.9623  -6.9563
C  1.7128  -4.0037  -5.0798
H  1.1149  -4.8195  -4.6970
C  1.9146  -2.8730  -4.3031
H  1.4673  -2.7920  -3.3238
Ir  0.0000  0.0000  0.0000
C  1.1465  -1.1735  1.1266
C  2.3096  -1.6793  0.6329
H  0.8447  -1.3903  2.1485
C  2.6549  -1.2511  -0.7576
O  3.0528  -2.3435  -1.6114
H  3.2028  -1.9677  -2.4885
C  1.4900  -0.4448  -1.3195
H  3.5394  -0.6079  -0.7523
C  1.5583  -0.0469  -2.6218
Cl  -1.4855  0.2810  1.9352
Cl  -1.1633  1.3813  -1.6837
P  1.0498  2.0002  0.7258
C  -0.0945  3.1720  1.5232
H  -0.3453  2.7980  2.5105
H  -1.0063  3.2223  0.9365
H  0.3543  4.1601  1.6012
C  2.3630  1.7545  1.9746
H  3.1615  1.1549  1.5437
H  1.9341  1.2116  2.8125
H  2.7707  2.6997  2.3263
C  1.8594  3.0028  -0.5683
H  1.2441  2.9737  -1.4636
H  2.8294  2.5749  -0.8038
H  1.9896  4.0347  -0.2490
P  3.4370  -2.6677  1.5299
C  3.0504  -2.6424  3.2958
C  5.1353  -2.0702  1.3094
H  2.0615  -3.0569  3.4681
H  3.0731  -1.6225  3.6675
H  3.7789  -3.2402  3.8376
H  5.4186  -2.1717  0.2652
H  5.8258  -2.6435  1.9228
H  5.1914  -1.0216  1.5869
C  3.4632  -4.4135  1.0273
H  2.4512  -4.8086  1.0493
H  4.0918  -5.0000  1.6940
H  3.8467  -4.4779  0.0139
H  0.7857  0.6145  -2.9837
Cl  -0.5254  -5.4646  -1.7728
C  -1.2847  -3.9379  -1.3624
C  -2.6692  -3.7934  -1.4526
C  -3.2556  -2.5739  -1.1252
C  -2.4459  -1.5151  -0.7122
N  -1.0920  -1.6596  -0.6246
C  -0.5067  -2.8543  -0.9427
H  -3.2885  -4.6207  -1.7746
H  -4.3290  -2.4470  -1.1902
H  -2.9038  -0.5690  -0.4592
H  0.5578  -2.9834  -0.8791

As for the charge: +2. The value obtained for the LUMO energy (spin up / spin down) is -4.871 / -8.241 eV. The HOMO energy (spin up / spin down) comes out at -9.9 / -14.4 eV. The spin multiplicity is 6.


| no. | E (a.u.) |
| --- | --- |
| 1 | -4519.454223 |
| 2 | -3958.430939 |